The following is a DFT calculation (the ωB97M-V functional and the def2-TZVPD basis) of one molecule with the formula C3H11N3O at a distorted geometry.

Its structure (SMILES) is CONNN(C)C. The value obtained for the strongest force on any atom is 4.1 eV/A. The calculation puts the energy at -9801.2769 eV. The orbital gap comes out at 8.8 eV. The highest occupied orbital energy is -7.8 eV.

Geometry as ORCA input:
```
! wB97M-V def2-TZVPD RIJCOSX def2/J DEFGRID3
* xyz 0 1
C 2.286 -1.729 1.439
O 1.027 -1.375 0.834
N 0.689 0.018 0.749
N 0.541 0.688 -0.825
N -0.723 0.848 -1.012
C -1.536 -0.321 -1.128
C -1.356 2.115 -0.465
H 2.149 -2.693 2.079
H 2.640 -1.033 2.172
H 3.153 -1.870 0.690
H -0.197 0.111 1.266
H 0.832 -0.147 -1.347
H -0.743 -1.156 -1.300
H -2.062 -0.442 -0.145
H -2.308 -0.218 -1.883
H -1.628 2.685 -1.270
H -2.268 1.888 0.074
H -0.496 2.630 0.072
*
```